A) # H14O7

A cluster of 7 separate species, H14O7 in total (ωB97M-V with the def2-TZVPD basis set, OMol25).

Properties
* E_LUMO: 0.00 eV
* E_HOMO: -10.104 eV

Structure (ORCA input):
```
! wB97M-V def2-TZVPD RIJCOSX def2/J DEFGRID3
* xyz 0 1
O -1.03 -0.02 -1.74
H -0.82 0.35 -0.87
H -0.19 -0.08 -2.20
O 0.07 0.22 0.65
H -0.72 0.63 1.04
H 0.63 0.99 0.44
O 1.94 1.56 -1.38
H 1.13 2.03 -1.36
H 1.80 0.77 -1.92
O -3.19 -0.88 0.42
H -3.30 -1.49 -0.35
H -2.90 -1.42 1.18
O 0.72 -2.23 1.27
H 1.54 -2.47 0.81
H 0.44 -1.31 1.08
O -2.04 1.25 1.83
H -2.69 0.73 1.34
H -2.00 2.08 1.35
O 3.45 -0.56 -0.32
H 4.10 -0.46 -1.04
H 3.06 0.30 -0.24
*
```


B) # H14O7

A cluster of 7 separate species, H14O7 in total (ωB97M-V with the def2-TZVPD basis set, OMol25).

Properties
* E_LUMO: -0.25 eV
* E_HOMO: -10.316 eV

Structure (ORCA input):
```
! wB97M-V def2-TZVPD RIJCOSX def2/J DEFGRID3
* xyz 0 1
O 47.55 28.53 25.59
H 47.55 28.58 26.46
H 46.76 27.99 25.76
O 43.85 30.08 25.83
H 42.84 30.09 26.05
H 43.98 30.72 25.10
O 48.71 30.83 27.46
H 47.73 31.28 27.33
H 48.38 30.37 28.30
O 44.86 31.81 29.42
H 44.72 32.08 28.44
H 44.96 32.62 29.80
O 44.61 28.98 28.68
H 44.48 29.86 29.24
H 44.36 29.22 27.71
O 46.32 31.53 26.26
H 45.87 32.28 26.26
H 45.64 30.86 26.15
O 46.06 34.78 27.60
H 46.10 34.80 28.51
H 47.06 35.06 27.39
*
```


C) # H14O7

A cluster of 7 separate species, H14O7 in total (ωB97M-V with the def2-TZVPD basis set, OMol25).

Properties
* E_LUMO: 0.21 eV
* E_HOMO: -11.369 eV

Structure (ORCA input):
```
! wB97M-V def2-TZVPD RIJCOSX def2/J DEFGRID3
* xyz 0 1
O 2.42 -1.53 0.95
H 1.82 -0.71 0.86
H 1.69 -2.18 1.05
O 1.14 1.20 -2.09
H 1.41 2.09 -1.83
H 1.98 0.73 -1.92
O 3.69 0.27 -0.88
H 3.31 0.92 -0.23
H 3.24 -0.51 -0.51
O 0.24 0.11 0.25
H 0.27 0.50 -0.71
H -0.22 -0.77 0.11
O -3.56 0.02 -0.02
H -3.80 0.54 -0.78
H -2.87 0.52 0.42
O -1.72 1.06 1.65
H -0.81 0.90 1.26
H -2.05 1.89 1.36
O -1.71 -1.85 0.17
H -2.53 -1.46 -0.25
H -1.92 -1.75 1.13
*
```


D) # H14O7

A cluster of 7 separate species, H14O7 in total (ωB97M-V with the def2-TZVPD basis set, OMol25).

Properties
* E_LUMO: -0.29 eV
* E_HOMO: -10.723 eV

Structure (ORCA input):
```
! wB97M-V def2-TZVPD RIJCOSX def2/J DEFGRID3
* xyz 0 1
O -9.16 13.23 16.22
H -8.63 12.44 16.06
H -9.99 13.05 15.77
O -10.78 15.52 14.56
H -10.51 15.72 15.46
H -11.59 15.01 14.66
O -10.14 8.45 14.09
H -10.95 8.75 14.53
H -10.44 7.88 13.38
O -10.66 10.67 18.30
H -10.78 11.39 17.68
H -10.27 11.09 19.08
O -12.31 9.55 15.49
H -12.31 10.49 15.74
H -13.22 9.36 15.25
O -13.41 14.35 14.61
H -13.66 15.21 14.96
H -14.23 13.85 14.60
O -11.66 12.17 15.17
H -11.67 11.67 14.35
H -12.37 12.83 15.07
*
```


C) is the most stable structure; the next one sits 35.2 kJ/mol above it.


A) # H14O7

A cluster of 7 separate species, H14O7 in total (ωB97M-V with the def2-TZVPD basis set, OMol25).

Properties
* E_LUMO: -0.52 eV
* E_HOMO: -10.468 eV

Structure (ORCA input):
```
! wB97M-V def2-TZVPD RIJCOSX def2/J DEFGRID3
* xyz 0 1
O -1.55 -0.50 1.38
H -1.96 0.16 1.97
H -1.18 -1.19 1.95
O -1.61 -2.15 -2.08
H -1.01 -1.55 -1.59
H -2.40 -1.92 -1.65
O -2.53 1.33 -1.42
H -1.74 0.78 -1.45
H -2.19 2.13 -1.01
O -0.19 -0.14 -0.88
H -0.71 -0.33 -0.04
H 0.73 -0.12 -0.64
O 2.28 0.37 -0.22
H 2.17 -0.12 0.57
H 2.67 -0.27 -0.75
O 1.28 2.87 -0.07
H 2.09 3.27 0.22
H 1.53 1.98 -0.30
O 1.69 -1.45 1.75
H 1.00 -2.06 1.60
H 1.62 -1.10 2.65
*
```


B) # H14O7

A cluster of 7 separate species, H14O7 in total (ωB97M-V with the def2-TZVPD basis set, OMol25).

Properties
* E_LUMO: 0.24 eV
* E_HOMO: -11.316 eV

Structure (ORCA input):
```
! wB97M-V def2-TZVPD RIJCOSX def2/J DEFGRID3
* xyz 0 1
O 0.11 -4.27 0.17
H 0.60 -5.00 -0.21
H -0.79 -4.41 -0.12
O 1.25 1.64 -4.10
H 0.92 1.33 -3.26
H 2.07 1.18 -4.23
O -1.86 3.09 1.07
H -2.46 2.94 1.79
H -1.32 3.83 1.35
O -0.40 -3.08 3.94
H 0.02 -3.20 3.09
H -0.41 -3.96 4.33
O 4.68 0.49 1.02
H 5.19 -0.02 0.39
H 3.77 0.34 0.76
O -4.17 3.07 -2.57
H -4.69 3.66 -2.02
H -3.49 2.74 -1.99
O 0.69 0.00 0.09
H -0.02 0.54 0.45
H 0.31 -0.88 0.03
*
```


A) is the most stable structure; the next one sits 23.3 kJ/mol above it.


A) # H14O7

A cluster of 7 separate species, H14O7 in total (ωB97M-V with the def2-TZVPD basis set, OMol25).

Properties
* E_LUMO: -0.02 eV
* E_HOMO: -10.496 eV

Structure (ORCA input):
```
! wB97M-V def2-TZVPD RIJCOSX def2/J DEFGRID3
* xyz 0 1
O 1.00 0.07 1.95
H 1.01 -0.86 2.16
H 1.90 0.38 1.96
O 0.01 0.98 -0.32
H 0.20 0.25 0.27
H 0.56 1.03 -1.13
O -1.17 -1.69 0.58
H -1.00 -2.61 0.30
H -1.44 -1.31 -0.26
O 1.78 -1.57 -0.36
H 1.06 -1.48 -1.03
H 1.66 -0.83 0.24
O 1.91 1.36 -2.29
H 2.30 1.04 -3.10
H 2.68 1.45 -1.68
O -2.36 0.21 -1.02
H -2.35 0.43 -1.92
H -1.55 0.67 -0.71
O -2.38 0.78 2.30
H -2.21 0.39 1.47
H -1.62 1.31 2.60
*
```


B) # H14O7

A cluster of 7 separate species, H14O7 in total (ωB97M-V with the def2-TZVPD basis set, OMol25).

Properties
* E_LUMO: -0.15 eV
* E_HOMO: -10.178 eV

Structure (ORCA input):
```
! wB97M-V def2-TZVPD RIJCOSX def2/J DEFGRID3
* xyz 0 1
O -0.14 0.16 -0.57
H 0.58 -0.45 -0.35
H -0.95 -0.33 -0.41
O -2.86 -0.61 0.53
H -3.81 -0.79 0.47
H -2.82 0.29 0.86
O 1.38 -0.31 2.67
H 0.65 0.05 2.15
H 1.56 0.37 3.33
O 3.04 1.75 -0.46
H 2.73 0.84 -0.34
H 3.59 1.71 -1.25
O 0.40 2.89 -1.37
H 0.48 1.94 -1.50
H -0.26 2.98 -0.68
O -3.39 -2.15 -1.87
H -4.21 -2.59 -1.64
H -3.07 -1.76 -1.05
O 2.64 -1.17 0.26
H 2.41 -0.93 1.17
H 2.06 -1.91 0.04
*
```


B) is the most stable structure; the next one sits 10.4 kJ/mol above it.


A) # H14O7

A cluster of 7 separate species, H14O7 in total (ωB97M-V with the def2-TZVPD basis set, OMol25).

Properties
* E_LUMO: 0.01 eV
* E_HOMO: -10.462 eV

Structure (ORCA input):
```
! wB97M-V def2-TZVPD RIJCOSX def2/J DEFGRID3
* xyz 0 1
O -0.70 -2.27 1.48
H -0.48 -1.35 1.18
H -0.75 -2.85 0.71
O -0.92 2.65 1.06
H -0.99 3.60 0.98
H -1.24 2.35 1.94
O -0.87 2.46 -1.76
H -0.96 2.55 -0.79
H -1.27 1.57 -1.87
O 2.27 -0.98 -0.96
H 2.97 -1.30 -1.56
H 1.73 -0.53 -1.56
O 0.15 0.06 0.71
H -0.13 0.97 0.79
H 0.94 0.06 0.24
O 2.45 -2.42 1.42
H 3.00 -1.66 1.07
H 1.54 -2.08 1.31
O -2.02 -0.07 -1.70
H -2.06 -0.07 -0.76
H -2.65 -0.70 -1.93
*
```


B) # H14O7

A cluster of 6 separate species, H14O7 in total (ωB97M-V with the def2-TZVPD basis set, OMol25).

Properties
* E_LUMO: 0.27 eV
* E_HOMO: -8.631 eV

Structure (ORCA input):
```
! wB97M-V def2-TZVPD RIJCOSX def2/J DEFGRID3
* xyz 0 1
H -1.54 -0.07 -0.30
H -1.35 1.37 -0.31
H 1.01 -1.93 -3.00
H 2.20 -2.67 -2.88
H 2.35 -1.48 0.91
H 2.66 -2.23 2.14
H 1.29 0.44 -0.06
H 1.26 1.98 -0.28
H -0.49 -2.13 1.42
H -0.11 -0.88 0.58
H -3.06 1.79 3.07
H -4.48 1.55 2.92
H 0.76 1.26 -3.84
H -0.52 1.39 -3.14
O -0.80 0.54 -0.48
O 1.42 -2.55 -2.38
O 2.14 -1.41 1.84
O 0.71 1.17 -0.31
O 0.02 -1.24 1.49
O -3.85 2.27 3.12
O 0.37 1.42 -2.94
*
```


A) is the most stable structure; the next one sits 582.1 kJ/mol above it.


A) # C20H30O15

A cluster of 5 separate species, C20H30O15 in total (ωB97M-V with the def2-TZVPD basis set, OMol25).

Properties
* E_LUMO: 0.18 eV
* E_HOMO: -10.624 eV

Structure (ORCA input):
```
! wB97M-V def2-TZVPD RIJCOSX def2/J DEFGRID3
* xyz 0 1
C 0.55 3.35 3.54
C 0.59 3.88 4.99
C 0.90 5.37 5.31
O -0.37 6.00 5.40
C -1.30 5.06 5.53
O -2.45 5.29 5.77
O -0.81 3.83 5.44
H 0.42 4.23 2.93
H -0.20 2.56 3.50
H 1.46 2.77 3.38
H 1.23 3.29 5.63
H 1.54 5.90 4.60
H 1.38 5.34 6.29
C -2.48 -0.29 7.56
C -1.00 -0.50 7.29
C -0.47 0.47 6.24
O 0.65 1.06 6.81
C 0.68 0.88 8.12
O 1.42 1.43 8.88
O -0.25 -0.04 8.45
H -2.94 -0.59 6.61
H -2.70 0.77 7.66
H -2.99 -0.88 8.32
H -0.72 -1.54 7.13
H -1.20 1.18 5.83
H -0.28 -0.03 5.28
C -1.86 -3.96 -7.36
C -2.46 -3.50 -6.07
C -2.63 -4.67 -5.04
O -1.61 -4.59 -4.08
C -0.93 -3.45 -4.33
O 0.05 -3.11 -3.74
O -1.55 -2.72 -5.28
H -1.00 -4.62 -7.25
H -1.56 -3.05 -7.88
H -2.56 -4.45 -8.04
H -3.47 -3.10 -6.10
H -2.69 -5.66 -5.51
H -3.61 -4.57 -4.57
C 1.28 -0.97 -1.54
C 1.97 -0.65 -0.25
C 1.95 0.82 0.18
O 1.76 0.83 1.58
C 1.27 -0.42 1.94
O 0.87 -0.74 3.02
O 1.32 -1.22 0.89
H 0.22 -0.77 -1.34
H 1.38 -2.02 -1.78
H 1.53 -0.39 -2.43
H 3.01 -0.98 -0.23
H 1.10 1.38 -0.22
H 2.84 1.32 -0.21
C 0.29 0.95 -5.50
C 1.41 0.25 -6.31
C 1.91 -1.08 -5.69
O 1.51 -1.99 -6.74
C 1.00 -1.37 -7.81
O 0.79 -1.97 -8.82
O 0.84 -0.05 -7.58
H -0.59 0.32 -5.42
H -0.03 1.91 -5.90
H 0.77 1.04 -4.52
H 2.26 0.93 -6.31
H 1.55 -1.45 -4.73
H 2.98 -1.01 -5.52
*
```


B) # C20H30O15

A cluster of 5 separate species, C20H30O15 in total (ωB97M-V with the def2-TZVPD basis set, OMol25).

Properties
* E_LUMO: 0.21 eV
* E_HOMO: -10.827 eV

Structure (ORCA input):
```
! wB97M-V def2-TZVPD RIJCOSX def2/J DEFGRID3
* xyz 0 1
C 5.12 -1.81 -0.27
C 4.06 -0.83 -0.77
C 4.62 0.24 -1.72
O 3.75 0.16 -2.85
C 2.96 -0.92 -2.77
O 2.28 -1.32 -3.66
O 3.15 -1.55 -1.58
H 5.82 -2.18 -1.01
H 4.68 -2.68 0.22
H 5.68 -1.32 0.54
H 3.66 -0.29 0.09
H 5.60 0.01 -2.14
H 4.68 1.19 -1.20
C -0.43 -0.30 0.06
C -0.25 1.04 -0.59
C 1.15 1.63 -0.35
O 1.39 2.33 -1.58
C 0.67 1.73 -2.55
O 0.78 1.93 -3.71
O -0.24 0.90 -2.01
H -1.43 -0.72 0.02
H -0.13 -0.27 1.12
H 0.25 -1.03 -0.37
H -1.02 1.74 -0.27
H 1.93 0.89 -0.16
H 1.07 2.32 0.48
C -1.59 -2.19 -3.20
C -1.80 -3.65 -2.87
C -0.72 -4.57 -3.48
O -0.25 -5.32 -2.38
C -0.72 -4.86 -1.22
O -0.52 -5.30 -0.14
O -1.52 -3.78 -1.45
H -2.02 -2.01 -4.19
H -0.56 -1.86 -3.28
H -2.16 -1.56 -2.52
H -2.81 -4.00 -3.08
H 0.11 -4.00 -3.90
H -1.07 -5.25 -4.26
C 0.32 4.98 0.77
C 1.08 4.90 2.09
C 0.43 5.69 3.24
O 0.21 4.74 4.26
C 0.65 3.54 3.87
O 0.62 2.58 4.56
O 1.06 3.55 2.59
H 0.99 4.58 0.01
H 0.20 6.04 0.56
H -0.59 4.41 0.92
H 2.10 5.28 2.02
H -0.48 6.17 2.85
H 1.05 6.51 3.59
C -3.01 -2.60 2.35
C -4.19 -1.63 2.60
C -3.80 -0.24 3.14
O -4.70 0.62 2.45
C -5.34 -0.06 1.49
O -6.15 0.45 0.78
O -4.90 -1.32 1.42
H -2.16 -2.15 2.87
H -2.65 -2.57 1.32
H -3.31 -3.58 2.70
H -4.80 -2.17 3.33
H -2.74 0.03 3.03
H -4.04 -0.28 4.20
*
```


C) # C20H30O15

A cluster of 5 separate species, C20H30O15 in total (ωB97M-V with the def2-TZVPD basis set, OMol25).

Properties
* E_LUMO: -0.08 eV
* E_HOMO: -10.674 eV

Structure (ORCA input):
```
! wB97M-V def2-TZVPD RIJCOSX def2/J DEFGRID3
* xyz 0 1
C -4.46 7.14 -4.43
C -4.14 5.60 -4.31
C -2.93 5.24 -3.47
O -3.43 4.52 -2.38
C -4.70 4.27 -2.52
O -5.33 3.58 -1.74
O -5.23 4.87 -3.64
H -4.75 7.57 -3.47
H -5.25 7.33 -5.15
H -3.61 7.74 -4.75
H -3.98 5.17 -5.30
H -2.48 6.15 -3.07
H -2.16 4.81 -4.11
C 1.13 3.76 3.11
C 1.85 4.92 2.46
C 3.00 5.53 3.34
O 4.07 5.45 2.39
C 3.73 4.93 1.28
O 4.53 4.90 0.33
O 2.52 4.41 1.34
H 0.72 3.22 2.26
H 0.35 4.16 3.76
H 1.86 3.20 3.70
H 1.17 5.76 2.31
H 3.24 4.80 4.12
H 2.90 6.56 3.66
C 0.51 -0.81 -2.77
C 1.86 -0.06 -2.78
C 3.12 -0.81 -3.05
O 3.70 -0.19 -4.19
C 2.78 0.80 -4.60
O 2.97 1.56 -5.54
O 1.77 0.81 -3.84
H -0.30 -0.10 -2.67
H 0.57 -1.27 -1.78
H 0.49 -1.49 -3.62
H 2.00 0.53 -1.87
H 2.97 -1.88 -3.21
H 3.88 -0.69 -2.29
C -2.78 -2.73 4.13
C -3.81 -3.71 3.53
C -5.16 -3.07 3.19
O -5.41 -3.33 1.79
C -4.34 -3.91 1.29
O -4.22 -4.14 0.16
O -3.33 -4.04 2.22
H -2.97 -2.65 5.19
H -2.79 -1.71 3.75
H -1.79 -3.18 4.23
H -3.90 -4.50 4.27
H -5.07 -1.99 3.19
H -5.94 -3.34 3.90
C 3.67 -7.06 -0.41
C 3.92 -6.45 0.98
C 2.68 -6.40 1.86
O 3.05 -7.07 3.05
C 4.25 -7.58 2.94
O 4.86 -8.23 3.79
O 4.78 -7.31 1.74
H 2.91 -6.53 -1.00
H 3.26 -8.06 -0.33
H 4.47 -7.05 -1.15
H 4.46 -5.51 0.91
H 1.98 -7.05 1.34
H 2.26 -5.39 1.90
*
```


B) is the most stable structure; the next one sits 54.9 kJ/mol above it.